Entry 1:
{"formula": "C41H57ClN3O11P", "method": "the ωB97M-V functional and the def2-TZVPD basis", "homo_lumo_gap_ev": 7.04, "smiles": "C#CCCCc1c(CC=C)cc2nc(CCCCCN)cnc2c1P(O)Cl.O=C1CCCO1.O=C1CCCO1.O=C1CCCO1.O=C1CCCO1.O=C1CCCO1", "molar_mass_g_mol": 834.34, "species": ["C", "C", "C", "C", "C", "C", "C", "C", "C", "C", "C", "C", "N", "C", "C", "C", "C", "C", "C", "N", "C", "N", "C", "C", "P", "O", "Cl", "H", "H", "H", "H", "H", "H", "H", "H", "H", "H", "H", "H", "H", "H", "H", "H", "H", "H", "H", "H", "H", "H", "H", "H", "H", "H", "H", "O", "C", "C", "C", "C", "O", "H", "H", "H", "H", "H", "H", "O", "C", "C", "C", "C", "O", "H", "H", "H", "H", "H", "H", "O", "C", "C", "C", "C", "O", "H", "H", "H", "H", "H", "H", "O", "C", "C", "C", "C", "O", "H", "H", "H", "H", "H", "H", "O", "C", "C", "C", "C", "O", "H", "H", "H", "H", "H", "H"], "positions_angstrom": [[5.432786, 5.238098, 3.746461], [5.982656, 4.717609, 2.811170], [6.629315, 3.971595, 1.732051], [6.286250, 2.457750, 1.813963], [5.507274, 1.953221, 0.566822], [4.019895, 1.760362, 0.777711], [3.123769, 2.675265, 0.126428], [3.577854, 3.860225, -0.729930], [2.773422, 5.097307, -0.353976], [2.923422, 5.694016, 0.880260], [1.773027, 2.501914, 0.263418], [1.213627, 1.471068, 1.030452], [-0.148461, 1.370136, 1.096775], [-0.587265, 0.410932, 1.862390], [-2.073893, 0.250800, 2.036746], [-2.649762, 1.250740, 3.049227], [-2.520269, 2.705897, 2.589466], [-3.499119, 3.659107, 3.269411], [-3.341032, 5.071635, 2.672470], [-3.127702, 6.088974, 3.721105], [0.290227, -0.486966, 2.539391], [1.583280, -0.428070, 2.457665], [2.077387, 0.590640, 1.695714], [3.486416, 0.740581, 1.561113], [4.416662, -0.552118, 2.519431], [5.848324, -0.708978, 1.713652], [4.951014, 0.469382, 4.253215], [4.976625, 5.624625, 4.624118], [6.324769, 4.419560, 0.784523], [7.712420, 4.086240, 1.787270], [7.190308, 1.858349, 1.883327], [5.665708, 2.313068, 2.688644], [5.682058, 2.675514, -0.223765], [5.933367, 1.026835, 0.190570], [3.410790, 3.637592, -1.781553], [4.601527, 4.149968, -0.550001], [2.016129, 5.472339, -1.037413], [3.364759, 6.683411, 0.986928], [2.598124, 5.217103, 1.803288], [1.093429, 3.173967, -0.247349], [-2.508644, 0.519711, 1.071482], [-2.358688, -0.773208, 2.262049], [-2.160280, 1.123733, 4.020189], [-3.708960, 1.031206, 3.194406], [-2.643951, 2.734852, 1.503564], [-1.498929, 3.056799, 2.759966], [-3.262990, 3.723639, 4.331908], [-4.517569, 3.316569, 3.090513], [-2.477751, 5.060915, 1.995214], [-4.199340, 5.348184, 2.061152], [-2.232245, 5.890360, 4.158277], [-2.966116, 6.975123, 3.251360], [-0.142013, -1.282004, 3.137267], [5.701267, -0.943456, 0.791159], [-4.739525, -0.948554, 1.606922], [-5.017254, -0.968622, 0.442154], [-4.748153, -2.076583, -0.552325], [-4.949725, -1.373575, -1.893409], [-5.964747, -0.297068, -1.530472], [-5.678302, 0.046407, -0.163262], [-5.472734, -2.872172, -0.388405], [-3.740293, -2.464194, -0.434917], [-5.286134, -2.028691, -2.694299], [-4.014246, -0.909477, -2.210358], [-6.993072, -0.660891, -1.585283], [-5.875226, 0.595220, -2.145345], [-4.080310, -5.684957, 0.091536], [-4.443404, -5.447778, 1.208693], [-4.068567, -6.178909, 2.481066], [-5.124093, -5.682561, 3.468020], [-5.438400, -4.295413, 2.922550], [-5.257675, -4.407275, 1.497678], [-3.061503, -5.878620, 2.774641], [-4.110020, -7.254761, 2.331911], [-4.794318, -5.671409, 4.504491], [-6.010173, -6.315849, 3.404883], [-4.755029, -3.531078, 3.296176], [-6.459101, -3.981937, 3.126270], [1.289229, 4.670121, -3.135069], [2.146613, 4.902202, -3.940433], [2.039472, 4.778442, -5.446102], [3.501674, 4.789970, -5.877782], [4.149580, 5.623455, -4.787041], [3.378989, 5.356100, -3.596275], [1.481402, 5.634607, -5.829488], [1.535954, 3.854197, -5.715811], [3.666486, 5.187883, -6.877695], [3.896639, 3.779238, -5.846444], [4.101005, 6.694848, -4.994818], [5.185584, 5.346411, -4.606780], [5.401032, 2.156565, -5.695468], [4.623614, 1.265112, -5.511795], [4.934221, -0.194331, -5.244394], [3.585343, -0.869577, -5.488902], [2.607329, 0.240629, -5.127045], [3.283325, 1.463245, -5.476858], [5.262011, -0.294668, -4.208692], [5.710234, -0.548977, -5.916225], [3.430851, -1.779500, -4.913295], [3.487344, -1.119884, -6.546018], [2.380739, 0.266295, -4.059346], [1.674453, 0.180841, -5.681721], [-3.473798, -10.670068, 3.152219], [-3.758977, -10.698544, 1.992878], [-3.484984, -11.810079, 0.996884], [-3.708209, -11.113237, -0.344509], [-4.732665, -10.047056, 0.020458], [-4.438503, -9.695204, 1.383592], [-4.202020, -12.614129, 1.168016], [-2.472062, -12.184305, 1.111668], [-4.043540, -11.773952, -1.141243], [-2.781272, -10.638809, -0.669016], [-5.757559, -10.421620, -0.025456], [-4.654300, -9.157106, -0.599355]], "forces_ev_per_a": [[0.32, -0.34, -0.33], [-0.08, 0.21, 0.50], [0.00, -0.13, 0.14], [-0.42, 0.10, -0.81], [0.07, 0.09, 0.16], [-0.30, 0.31, -0.25], [0.44, -0.43, 0.08], [-2.08, -0.68, 1.06], [0.19, 0.26, 0.71], [-0.28, -0.21, -0.28], [-0.05, 0.13, -0.25], [0.00, 0.28, -0.26], [0.49, -0.31, 0.23], [-0.66, -0.27, 0.20], [0.13, 0.68, -0.43], [-0.04, 0.07, 0.14], [0.14, -0.36, 0.08], [0.46, 0.43, -0.72], [0.51, 0.01, 0.14], [-0.01, 0.04, -0.31], [0.05, -0.04, 0.02], [-0.09, 0.23, 0.03], [0.23, -0.09, -0.02], [0.71, 0.22, 0.22], [-0.86, -0.93, -0.12], [0.36, 0.52, 0.31], [0.17, 0.04, -0.29], [-0.07, 0.14, -0.06], [0.00, -0.11, -0.09], [0.00, 0.20, 0.09], [0.06, 0.08, 0.32], [0.23, -0.19, 0.13], [-0.14, -0.09, -0.17], [0.10, 0.00, 0.15], [0.17, -0.01, -0.06], [0.12, -0.15, -0.20], [1.49, 1.09, -1.07], [-1.84, 0.85, -0.15], [1.89, -0.91, 0.23], [-0.07, 0.01, 0.06], [-0.12, -0.22, -0.04], [0.08, -0.03, 0.14], [-0.04, -0.02, 0.05], [0.00, -0.17, -0.05], [-0.16, 0.10, -0.01], [0.02, 0.06, 0.00], [-0.35, -0.16, 0.13], [-0.07, -0.13, 0.42], [-0.07, -0.09, -0.14], [-0.13, 0.06, 0.16], [-0.08, -0.09, 0.15], [-0.17, 0.10, 0.11], [0.00, -0.04, 0.05], [-0.07, -0.08, 0.01], [-0.14, 0.09, 0.03], [-0.10, -0.34, 0.14], [0.12, 0.39, -0.49], [0.05, -0.07, 0.05], [0.01, -0.04, -0.20], [0.04, 0.05, -0.02], [0.09, -0.07, 0.08], [-0.09, -0.18, 0.21], [-0.07, 0.01, 0.03], [-0.02, 0.03, -0.02], [0.01, -0.02, 0.02], [-0.02, 0.10, 0.14], [-0.15, 0.05, -0.09], [0.38, -0.08, 0.01], [-0.48, -0.02, 0.21], [0.08, -0.06, -0.02], [-0.02, -0.02, 0.25], [-0.12, -0.05, 0.03], [0.04, -0.05, -0.08], [0.22, 0.00, -0.10], [0.03, 0.07, -0.01], [-0.01, 0.01, 0.01], [0.01, 0.01, -0.05], [-0.01, 0.07, -0.16], [0.17, -0.07, 0.12], [-0.26, 0.16, -0.14], [0.47, -0.13, -0.07], [-0.18, 0.00, -0.16], [0.16, 0.07, -0.14], [-0.19, -0.11, -0.17], [-0.08, -0.03, 0.05], [-0.19, 0.08, 0.06], [0.02, 0.09, 0.04], [0.05, 0.11, -0.03], [-0.04, 0.01, 0.06], [-0.03, -0.02, 0.16], [-0.08, -0.05, -0.07], [0.30, -0.06, 0.26], [-0.41, -0.17, -0.28], [0.12, -0.03, 0.02], [-0.09, -0.20, 0.05], [-0.03, -0.02, -0.05], [0.09, 0.04, -0.02], [0.17, 0.10, 0.13], [-0.03, 0.04, 0.06], [-0.03, 0.00, 0.00], [0.03, 0.02, 0.01], [0.01, 0.16, -0.03], [0.02, 0.17, 0.02], [-0.07, -0.31, 0.16], [0.09, 0.34, -0.40], [0.04, -0.13, 0.04], [0.01, 0.00, -0.22], [0.02, 0.06, -0.03], [0.04, -0.03, 0.07], [-0.06, -0.13, 0.19], [-0.07, 0.01, 0.02], [-0.02, 0.03, -0.01], [0.01, -0.03, 0.03], [-0.02, 0.10, 0.15]], "lowdin_charge": [0.105, -0.146, -0.189, -0.172, -0.148, -0.142, -0.135, -0.125, -0.156, -0.001, 0.041, -0.190, 0.197, -0.253, -0.160, -0.187, -0.237, -0.197, -0.293, -0.025, -0.059, 0.099, -0.251, -0.284, 0.620, -0.382, 0.228, 0.021, 0.097, 0.112, 0.108, 0.031, 0.087, 0.091, 0.102, 0.080, 0.084, 0.049, 0.054, 0.131, 0.108, 0.100, 0.117, 0.103, 0.112, 0.109, 0.109, 0.108, 0.098, 0.104, 0.060, 0.056, 0.119, 0.047, 0.106, -0.476, -0.073, -0.148, -0.154, 0.029, 0.119, 0.129, 0.116, 0.117, 0.126, 0.123, 0.109, -0.485, -0.064, -0.146, -0.146, 0.001, 0.135, 0.109, 0.117, 0.119, 0.126, 0.126, 0.107, -0.478, -0.066, -0.148, -0.135, 0.009, 0.131, 0.119, 0.121, 0.071, 0.125, 0.127, 0.120, -0.476, -0.068, -0.150, -0.143, 0.010, 0.132, 0.126, 0.117, 0.118, 0.130, 0.126, 0.125, -0.489, -0.074, -0.154, -0.151, 0.008, 0.131, 0.125, 0.115, 0.119, 0.126, 0.125]}



Entry 2:
{"formula": "C5H14NO2", "method": "the ωB97M-V functional and the def2-TZVPD basis", "homo_lumo_gap_ev": 7.45, "relative_energy_kcal_mol": 28.9, "molar_mass_g_mol": 120.17, "charge": -1, "species": ["C", "C", "C", "N", "C", "C", "O", "H", "H", "H", "H", "H", "H", "H", "H", "H", "H", "H", "H", "H", "H", "O"], "positions_angstrom": [[-1.968559, 0.479321, 1.231625], [-0.881788, 0.262245, 2.291090], [-1.950515, -0.668073, 0.253351], [-1.668533, -0.257059, -1.157854], [-0.269355, -0.515022, -1.589233], [0.799650, 0.381293, -0.975263], [1.417660, -0.095570, 0.117815], [-1.871879, 1.425525, 0.693440], [-2.955788, 0.521587, 1.731777], [0.049321, 0.797312, 2.055973], [-0.408554, -0.712537, 2.271859], [-1.363309, 0.576382, 3.247200], [-1.158744, -1.407714, 0.490976], [-2.945667, -1.190452, 0.229987], [-1.933795, 0.736153, -1.191242], [0.024224, -1.549696, -1.317793], [-0.329492, -0.520375, -2.675294], [0.253965, 1.420645, -0.680623], [1.512303, 0.727515, -1.809406], [3.644796, 1.033397, -0.589671], [2.819198, -0.265673, -0.154138], [3.814358, 0.120828, -0.324208]], "forces_ev_per_a": [[-0.12, -0.56, 0.64], [0.16, 1.45, 0.43], [-0.37, -0.93, -1.97], [-0.24, -0.40, 0.84], [-0.89, -0.24, 0.15], [-0.05, 2.71, 0.01], [-0.33, -0.91, 0.13], [0.21, -0.01, 0.16], [0.36, -0.03, -0.16], [-0.48, 0.61, 0.18], [-0.81, -0.62, 0.39], [1.10, -0.47, -0.20], [-0.66, 0.40, 0.13], [0.74, 0.26, 0.22], [0.70, -0.56, -0.46], [-0.42, 0.40, 0.02], [0.41, 0.38, -0.32], [0.52, -1.41, -0.77], [-0.40, -0.47, 0.57], [-0.09, -0.33, 0.16], [0.65, 1.32, 0.03], [-0.01, -0.58, -0.18]], "nbo_charge": [-0.421, -0.638, -0.220, -0.647, -0.259, -0.027, -0.919, 0.198, 0.176, 0.255, 0.227, 0.178, 0.205, 0.161, 0.337, 0.190, 0.170, 0.058, 0.100, 0.437, 0.504, -1.064]}



Entry 3:
{"formula": "C34H34GeN8NaO3", "method": "the ωB97M-V functional and the def2-TZVPD basis", "homo_lumo_gap_ev": [4.95, 7.37], "relative_energy_kcal_mol": 0.0, "molar_mass_g_mol": 698.30, "spin_multiplicity": 2, "species": ["Na", "N", "C", "O", "C", "C", "H", "H", "H", "H", "H", "H", "O", "C", "O", "C", "C", "C", "C", "C", "C", "N", "C", "C", "C", "C", "C", "C", "N", "H", "H", "H", "H", "H", "H", "H", "H", "H", "H", "N", "N", "N", "C", "N", "N", "H", "H", "H", "C", "Ge", "C", "C", "C", "C", "C", "C", "C", "C", "C", "C", "C", "C", "C", "C", "C", "C", "H", "H", "H", "H", "H", "H", "H", "H", "H", "H", "H", "H", "H", "H", "H"], "positions_angstrom": [[-1.348901, 0.158907, 1.198107], [-1.423401, -3.715390, 2.055661], [-1.288724, -2.695663, 1.185271], [-2.123534, -1.800535, 1.117499], [-0.032448, -2.707816, 0.330269], [-0.147166, -1.831853, -0.909909], [-2.215662, -3.720489, 2.675961], [-0.735154, -4.441762, 2.128995], [0.207257, -3.742192, 0.072756], [0.776781, -2.358288, 0.981256], [-0.548069, -0.850730, -0.644918], [-0.876305, -2.242946, -1.611882], [-0.458358, 0.758865, 8.729144], [-1.022389, 1.861946, 8.161348], [-1.306746, 2.796048, 8.862026], [-1.262113, 1.813456, 6.701830], [-1.599469, 3.004115, 6.052934], [-1.812812, 3.052306, 4.693781], [-1.706846, 1.889187, 3.896543], [-1.392706, 0.687595, 4.571332], [-1.175702, 0.650881, 5.928274], [-1.828351, 1.825206, 2.537721], [-2.343336, 2.840284, 1.839459], [-2.411330, 2.828339, 0.419202], [-3.085337, 3.876956, -0.257874], [-3.186189, 3.861405, -1.622045], [-2.613180, 2.799970, -2.338329], [-1.967331, 1.818028, -1.615873], [-1.850710, 1.803213, -0.288561], [-0.215854, 0.129163, 8.042409], [-1.674755, 3.903093, 6.649810], [-2.034502, 4.006634, 4.237712], [-1.341386, -0.230366, 3.997782], [-0.970392, -0.316485, 6.377816], [-2.777809, 3.711123, 2.326920], [-3.521188, 4.678943, 0.323739], [-3.705621, 4.658061, -2.139939], [-2.665718, 2.738468, -3.415694], [-1.502023, 0.986793, -2.140632], [2.771760, -0.745492, 4.997679], [2.138394, -0.115195, 3.936150], [2.046070, 1.189344, 3.850108], [1.299020, 1.318672, 2.761595], [0.978197, 0.134437, 2.229961], [1.517060, -0.780853, 3.009037], [3.256355, -0.012742, 5.504781], [3.447830, -1.396310, 4.612041], [0.967280, 2.263320, 2.370652], [2.942868, -1.027131, -0.575959], [1.523158, -1.416691, -1.859508], [2.111882, -2.881680, -3.009854], [3.059687, -2.617515, -3.998916], [3.525367, -3.624200, -4.830883], [3.045369, -4.918480, -4.689106], [2.096092, -5.197783, -3.718013], [1.635989, -4.184691, -2.887205], [1.163965, 0.189822, -2.913382], [1.746875, 1.370018, -2.528008], [1.438172, 2.594844, -3.160005], [0.531482, 2.625917, -4.174704], [-0.099415, 1.436489, -4.614458], [-1.054939, 1.457968, -5.659339], [-1.667154, 0.310795, -6.072015], [-1.343237, -0.917817, -5.460151], [-0.425170, -0.966078, -4.450344], [0.222284, 0.207829, -3.988098], [3.857359, -0.764475, -1.107927], [3.145592, -1.912795, 0.026563], [2.668387, -0.214306, 0.093230], [3.430640, -1.606482, -4.133549], [4.258673, -3.398852, -5.594664], [3.405500, -5.705432, -5.338746], [1.711278, -6.203869, -3.609233], [0.882149, -4.421275, -2.144578], [2.455620, 1.382063, -1.708436], [1.913652, 3.506349, -2.822440], [0.271428, 3.561140, -4.655243], [-1.292702, 2.407066, -6.124358], [-2.398768, 0.338254, -6.868836], [-1.822663, -1.827459, -5.797714], [-0.173932, -1.921186, -4.006036]], "forces_ev_per_a": [[0.26, 0.19, -0.05], [-0.02, -0.04, -0.02], [-0.02, -0.10, -0.06], [-0.06, -0.61, 0.07], [0.05, 0.00, 0.03], [-0.11, 0.00, -0.04], [0.01, 0.00, 0.01], [0.00, 0.00, 0.00], [0.02, 0.00, -0.02], [-0.01, 0.01, 0.00], [0.07, -0.04, -0.09], [0.01, -0.06, 0.01], [0.03, 0.07, 0.01], [-0.18, -0.07, 0.05], [0.09, 0.00, 0.00], [0.04, 0.06, -0.02], [0.02, -0.07, 0.04], [0.00, 0.03, -0.06], [0.07, -0.01, -0.03], [-0.01, -0.02, 0.07], [0.02, -0.01, 0.01], [-0.20, 0.35, 0.32], [0.04, 0.09, -0.06], [-0.06, 0.09, 0.05], [0.04, 0.01, -0.02], [0.01, -0.01, 0.01], [-0.01, 0.02, 0.00], [0.06, -0.03, -0.07], [-0.09, 0.14, -0.05], [0.01, -0.01, -0.01], [0.00, 0.01, 0.02], [0.00, 0.01, -0.03], [-0.01, -0.02, -0.04], [0.00, 0.01, 0.00], [-0.03, -0.03, 0.02], [-0.01, 0.01, 0.01], [0.00, 0.00, 0.00], [0.00, 0.00, -0.01], [-0.05, 0.03, 0.04], [0.02, -0.05, -0.02], [-0.06, 0.02, -0.02], [0.07, 0.01, -0.04], [-0.01, 0.08, 0.04], [-0.08, -0.10, -0.10], [0.00, -0.03, 0.06], [-0.03, 0.00, 0.02], [0.02, 0.02, 0.01], [-0.02, 0.03, -0.01], [0.00, -0.05, -0.02], [0.04, 0.02, 0.00], [0.01, 0.02, -0.03], [0.00, 0.03, 0.01], [0.01, 0.00, -0.02], [0.00, -0.02, -0.01], [0.00, -0.02, 0.00], [-0.05, 0.01, 0.03], [0.03, 0.04, 0.03], [0.00, -0.03, 0.03], [0.00, 0.02, 0.00], [0.01, 0.01, 0.00], [0.03, 0.01, -0.03], [0.00, -0.01, 0.01], [-0.02, 0.01, -0.01], [0.00, -0.02, 0.01], [-0.02, -0.02, -0.02], [0.03, -0.04, -0.04], [0.01, 0.01, 0.00], [0.01, -0.03, 0.01], [-0.02, 0.04, 0.02], [0.01, 0.00, 0.00], [0.00, 0.00, 0.00], [0.00, -0.01, -0.01], [0.00, 0.00, 0.00], [-0.02, 0.00, 0.04], [0.02, -0.01, 0.01], [0.00, 0.01, 0.00], [-0.01, 0.02, -0.01], [0.00, 0.02, -0.01], [0.00, 0.00, 0.00], [0.00, -0.01, 0.00], [0.00, -0.01, 0.01]], "mulliken_spin": [-0.013, 0.000, 0.003, -0.002, 0.000, -0.002, 0.000, 0.000, 0.000, 0.000, 0.002, 0.000, 0.002, -0.002, 0.021, 0.093, -0.033, 0.112, -0.117, 0.068, -0.039, 0.147, 0.354, 0.026, 0.068, 0.003, 0.142, -0.033, 0.142, -0.001, -0.001, 0.019, 0.000, 0.000, 0.055, 0.001, 0.001, 0.005, -0.019, 0.000, 0.002, 0.002, -0.018, 0.001, 0.000, 0.000, 0.000, 0.011, 0.000, -0.001, 0.000, 0.000, 0.000, 0.000, 0.000, 0.000, -0.005, 0.001, 0.000, 0.007, 0.000, -0.005, 0.001, -0.001, 0.001, 0.001, 0.000, 0.000, 0.000, 0.000, 0.000, 0.000, 0.000, 0.000, 0.000, 0.000, 0.001, 0.000, 0.000, 0.000, 0.000]}